Entry 1:
This record from the OMol25 dataset describes a cluster of 2 separate species, CH6NOS in total. The level of theory is ωB97M-V with the def2-TZVPD basis set.

The geometry in XYZ format:
```
10
Properties=species:S:1:pos:R:3:forces:R:3
S -0.7873 -1.8732 -0.0342 0.077 -0.095 0.127
O 0.8548 0.6607 -0.8559 0.192 -0.096 -0.372
N 0.7357 1.8029 1.2377 0.076 -0.529 -0.085
C 0.1124 1.5496 -0.0870 0.240 0.117 0.434
H 0.0516 2.5055 -0.6094 0.036 0.028 -0.155
H -1.9406 -1.8920 -0.7137 -0.052 0.052 -0.081
H 0.4308 -0.2350 -0.7754 -0.089 0.081 0.136
H 1.6543 1.3513 1.1802 -0.211 0.369 -0.056
H -0.8844 1.1468 0.0756 -0.247 0.067 0.011
H 0.2440 1.2151 1.9045 -0.021 0.005 0.040
```
Positions in Å, forces in eV/Å.

Values from the calculation:
Frontier orbital gap   7.5958 eV
Lowest unoccupied orbital energy   4.441 eV
Relative energy (zero: lowest compared OMol25 entry of this formula, charge and spin)   13.05 kJ/mol
Highest occupied orbital energy   -0.1159 hartree
Charge   -1


Entry 2:
This record from the OMol25 dataset describes the ion C9H5NO3 with charge -2. The level of theory is ωB97M-V with the def2-TZVPD basis set.

The geometry in XYZ format:
```
18
Properties=species:S:1:pos:R:3:forces:R:3
O -4.7604 0.0503 0.0804 -0.358 -0.048 0.112
O -0.9796 -3.1218 -0.1266 0.404 0.855 -0.048
O -1.2619 2.3767 -0.2940 0.001 -0.591 -0.099
N -3.5267 0.3448 -0.2741 0.668 -0.099 -0.963
C -2.5195 0.6344 0.4558 -0.637 -0.832 0.495
C 1.1294 1.2814 0.1609 0.188 0.222 0.031
C 0.0306 0.4427 0.1334 -0.099 0.076 -0.008
C 1.7047 -1.3968 0.1788 0.399 -0.350 0.286
C 0.2898 -1.0075 0.1268 0.547 0.762 -0.312
C -1.2770 1.1412 0.0140 0.378 1.261 -0.073
C 2.4585 0.8779 0.1817 0.324 0.595 -0.116
C 2.7228 -0.4968 0.1808 -0.022 -0.485 0.136
C -0.4480 -2.0404 -0.2764 -1.540 -1.496 -0.142
H 0.9117 2.3446 0.1739 -0.105 -0.096 -0.055
H 3.2686 1.6012 0.2104 -0.085 0.003 0.010
H 3.7511 -0.8626 0.2080 -0.115 0.003 0.034
H 1.9211 -2.4631 0.1815 0.015 0.067 -0.029
H -3.4152 0.2937 -1.3154 0.035 0.154 0.740
```
Positions in Å, forces in eV/Å.

Values from the calculation:
Frontier orbital gap (spin up / spin down)   4.6459 / 4.6451 eV
Lowest unoccupied orbital energy (spin up / spin down)   6.151 / 6.151 eV
Highest occupied orbital energy (spin up / spin down)   0.0553 / 0.0553 hartree
Charge   -2


Entry 3:
This record from the OMol25 dataset describes a structure of composition C3H6O12Y. The level of theory is ωB97M-V with the def2-TZVPD basis set.

The geometry in XYZ format:
```
22
Properties=species:S:1:pos:R:3:forces:R:3
Y 0.0490 -0.0416 0.1063 -0.293 -0.566 -0.778
O 1.9500 0.2174 1.2923 2.676 -1.722 1.733
O 1.1860 1.2114 -3.4117 0.487 -0.062 -1.034
O -0.3110 0.6414 -1.8517 -1.596 0.454 -3.042
O -1.7500 -1.5546 -1.0777 0.114 -1.026 0.283
O 1.0140 -2.0246 -0.2057 5.091 0.881 -4.596
O 1.7350 0.2974 -1.4457 3.180 -0.565 0.885
O -0.6530 0.8394 1.9143 -2.390 1.856 1.332
O -2.0330 0.6984 0.2093 -2.130 1.223 1.163
O 0.4880 2.5374 0.0633 1.361 0.472 -0.251
O -0.2800 -1.7686 1.3933 0.068 -1.807 2.549
O -2.8970 0.9204 2.3523 0.181 0.607 -1.124
O 0.3890 -3.8746 0.8263 1.082 0.284 0.834
C 0.5160 -2.5926 0.7343 -5.740 -2.866 1.995
C 0.9110 0.6714 -2.3067 -1.611 1.877 -0.511
C -1.9620 0.8794 1.4963 1.745 -1.169 1.297
H 0.8360 3.0704 -0.6487 0.720 -0.692 -1.151
H 2.5670 -0.5566 1.4663 -1.463 1.288 -0.673
H -2.2780 -1.2636 -1.8187 0.013 0.072 -0.106
H 2.4710 0.9994 1.4213 0.162 0.657 -0.112
H -1.8590 -2.5026 -0.8977 0.069 0.506 -0.164
H -0.0900 3.1954 0.3883 -1.724 0.299 1.470
```
Positions in Å, forces in eV/Å.

Values from the calculation:
Frontier orbital gap   4.8449 eV
Lowest unoccupied orbital energy   7.405 eV
Relative energy (zero: lowest compared OMol25 entry of this formula, charge and spin)   74.60 kJ/mol
Highest occupied orbital energy   0.0941 hartree
Charge   -3


- Number 3 is which compound?
  C3H6O12Y


Copy entry 1 word for word.
This record from the OMol25 dataset describes a cluster of 2 separate species, CH6NOS in total. The level of theory is ωB97M-V with the def2-TZVPD basis set.

The geometry in XYZ format:
```
10
Properties=species:S:1:pos:R:3:forces:R:3
S -0.7873 -1.8732 -0.0342 0.077 -0.095 0.127
O 0.8548 0.6607 -0.8559 0.192 -0.096 -0.372
N 0.7357 1.8029 1.2377 0.076 -0.529 -0.085
C 0.1124 1.5496 -0.0870 0.240 0.117 0.434
H 0.0516 2.5055 -0.6094 0.036 0.028 -0.155
H -1.9406 -1.8920 -0.7137 -0.052 0.052 -0.081
H 0.4308 -0.2350 -0.7754 -0.089 0.081 0.136
H 1.6543 1.3513 1.1802 -0.211 0.369 -0.056
H -0.8844 1.1468 0.0756 -0.247 0.067 0.011
H 0.2440 1.2151 1.9045 -0.021 0.005 0.040
```
Positions in Å, forces in eV/Å.

Values from the calculation:
Frontier orbital gap   7.5958 eV
Lowest unoccupied orbital energy   4.441 eV
Relative energy (zero: lowest compared OMol25 entry of this formula, charge and spin)   13.05 kJ/mol
Highest occupied orbital energy   -0.1159 hartree
Charge   -1


- The lowest charge belongs to which entry?
  C3H6O12Y


- charge of number 2 (C9H5NO3)?
  -2